{"formula": "C39H37AsN2O5Ru", "method": "ωB97M-V/def2-TZVPD", "species": ["Ru", "C", "O", "C", "O", "H", "H", "H", "C", "C", "C", "C", "C", "C", "As", "C", "C", "C", "C", "C", "C", "C", "C", "C", "C", "C", "C", "H", "H", "H", "H", "H", "H", "H", "H", "H", "H", "H", "H", "H", "H", "H", "C", "C", "C", "O", "C", "H", "H", "H", "H", "H", "H", "H", "H", "O", "C", "N", "C", "C", "O", "N", "C", "C", "C", "C", "C", "C", "C", "C", "C", "C", "C", "C", "H", "H", "H", "H", "H", "H", "H", "H", "H", "H", "H"], "xyz": [[-1.0474, -1.1474, -0.3798], [-0.3544, -1.7451, 3.8604], [-0.1342, -1.8706, 2.3999], [-1.0757, -1.4420, 1.6542], [-2.2004, -1.0766, 1.8410], [0.4687, -2.2937, 4.3012], [-1.3143, -2.1886, 4.1072], [-0.3095, -0.6864, 4.0994], [5.0671, -1.0340, 1.9781], [3.9926, -0.1536, 1.9873], [2.8541, -0.4421, 1.2524], [2.8150, -1.6173, 0.5064], [3.8806, -2.5128, 0.4997], [5.0121, -2.2094, 1.2422], [1.2875, -1.9952, -0.5604], [1.1294, -0.7959, -2.0506], [1.8196, 0.4125, -2.1288], [1.5126, 1.2903, -3.1538], [0.5075, 0.9871, -4.0761], [-0.2010, -0.2000, -3.9811], [0.1017, -1.0906, -2.9588], [1.2792, -3.7690, -1.2792], [0.5494, -4.7590, -0.6272], [0.5384, -6.0480, -1.1398], [1.2515, -6.3395, -2.2943], [1.9793, -5.3491, -2.9430], [1.9977, -4.0580, -2.4389], [5.9535, -0.8046, 2.5541], [4.0350, 0.7557, 2.5715], [2.0103, 0.2316, 1.2815], [3.8375, -3.4322, -0.0720], [5.8500, -2.8926, 1.2447], [2.5941, 0.6548, -1.4106], [2.0649, 2.2161, -3.2483], [0.2883, 1.6845, -4.8732], [-0.9764, -0.4347, -4.6973], [-0.3926, -2.0605, -2.9308], [0.0054, -4.5384, 0.2856], [-0.0200, -6.8247, -0.6354], [1.2446, -7.3456, -2.6911], [2.5360, -5.5847, -3.8397], [2.5638, -3.2864, -2.9473], [-4.9929, -1.9590, -1.8990], [-3.9571, -2.6187, -2.8125], [-2.9874, -3.1949, -1.8102], [-2.8774, -2.1374, -0.8000], [-4.1736, -1.4155, -0.7340], [-5.7127, -2.6980, -1.5498], [-5.5412, -1.1635, -2.3982], [-3.4578, -1.8817, -3.4443], [-4.3894, -3.3857, -3.4516], [-1.9824, -3.4076, -2.1750], [-3.3797, -4.0798, -1.3066], [-3.9324, -0.3587, -0.8274], [-4.5931, -1.6268, 0.2463], [-1.7789, 0.7848, -1.3757], [-1.2171, 1.4631, -0.4712], [-1.2389, 2.7610, -0.2182], [-0.5445, 3.0449, 1.0574], [-0.1940, 1.6015, 1.5054], [0.2686, 1.2589, 2.5602], [-0.4806, 0.7609, 0.4386], [-1.4984, 3.7432, 2.0095], [-2.4225, 3.0032, 2.7425], [-3.3533, 3.6464, 3.5417], [-3.3686, 5.0333, 3.6112], [-2.4518, 5.7735, 2.8805], [-1.5167, 5.1317, 2.0812], [0.7843, 3.7573, 0.8457], [1.2773, 4.0381, -0.4226], [2.5139, 4.6550, -0.5670], [3.2637, 4.9836, 0.5517], [2.7747, 4.6945, 1.8202], [1.5408, 4.0858, 1.9697], [-1.8658, 3.4132, -0.6643], [-2.4198, 1.9190, 2.7054], [-4.0638, 3.0670, 4.1155], [-4.0926, 5.5357, 4.2381], [-2.4574, 6.8534, 2.9368], [-0.7927, 5.7155, 1.5269], [0.6981, 3.7964, -1.3045], [2.8832, 4.8905, -1.5564], [4.2191, 5.4777, 0.4390], [3.3518, 4.9590, 2.6960], [1.1574, 3.8748, 2.9599]], "forces_ev_per_angstrom": [[-0.321, 0.527, 0.429], [0.015, -0.011, -0.038], [0.071, 0.026, -0.003], [-0.048, -0.149, -0.001], [0.106, -0.093, 0.017], [-0.007, 0.007, 0.009], [0.003, 0.017, 0.024], [-0.017, -0.011, 0.011], [0.017, 0.017, 0.019], [-0.012, -0.002, -0.008], [0.028, -0.024, -0.004], [-0.003, 0.018, 0.011], [-0.007, -0.042, -0.025], [-0.023, -0.009, -0.019], [0.139, -0.310, -0.085], [-0.031, -0.103, 0.042], [-0.031, 0.102, -0.022], [-0.050, -0.038, -0.041], [0.026, -0.033, 0.073], [0.038, 0.118, 0.028], [0.087, -0.132, -0.161], [0.160, 0.017, -0.041], [-0.027, -0.008, 0.076], [0.005, 0.000, -0.001], [0.005, -0.001, -0.011], [-0.012, -0.005, 0.015], [-0.014, 0.048, -0.002], [-0.001, -0.002, 0.003], [-0.001, 0.008, -0.001], [-0.033, 0.025, -0.001], [-0.016, 0.017, 0.003], [0.004, -0.007, -0.001], [-0.006, -0.009, -0.011], [0.003, 0.000, 0.010], [-0.012, -0.004, -0.007], [0.007, -0.004, -0.009], [0.034, -0.011, -0.016], [0.005, 0.013, -0.018], [-0.002, -0.002, 0.006], [-0.004, -0.005, 0.002], [0.005, 0.007, -0.004], [-0.002, -0.003, 0.008], [-0.037, 0.031, 0.010], [0.013, -0.066, -0.026], [0.021, 0.005, 0.109], [-0.030, -0.034, -0.228], [0.100, -0.011, 0.066], [0.005, -0.001, 0.004], [-0.006, -0.005, 0.000], [0.002, 0.013, 0.012], [-0.003, 0.000, -0.001], [-0.018, -0.004, -0.027], [0.000, -0.009, -0.035], [-0.040, -0.009, -0.002], [-0.026, 0.045, -0.012], [0.031, 0.094, -0.001], [-0.003, -0.152, -0.188], [0.028, -0.047, 0.062], [-0.086, 0.045, -0.047], [0.001, -0.134, 0.020], [-0.005, 0.019, 0.013], [-0.098, 0.262, 0.009], [0.022, -0.004, 0.032], [-0.018, 0.020, -0.013], [-0.002, 0.040, 0.007], [-0.003, -0.015, 0.000], [-0.003, -0.003, 0.005], [0.010, -0.025, 0.016], [0.047, 0.006, 0.012], [-0.022, -0.026, 0.047], [0.045, 0.017, 0.039], [-0.018, -0.001, -0.040], [0.018, 0.025, -0.018], [-0.009, -0.003, -0.039], [0.014, 0.000, -0.024], [0.016, -0.003, -0.014], [-0.004, -0.003, 0.006], [-0.001, -0.001, 0.005], [-0.004, 0.006, -0.004], [-0.003, -0.005, -0.012], [-0.022, -0.008, 0.012], [0.010, 0.019, -0.004], [0.012, -0.012, -0.005], [0.002, 0.000, 0.006], [-0.013, -0.017, -0.003]], "mulliken_charge": [0.629, -0.730, -0.208, 1.103, -0.479, 0.262, 0.354, 0.293, -0.619, -0.945, 0.379, 0.131, -0.749, -0.738, 1.258, 0.339, -0.634, -0.654, -0.745, -1.008, 0.082, 0.244, -0.357, -0.803, -0.515, -0.732, -0.309, 0.437, 0.552, 0.336, 0.450, 0.432, 0.528, 0.544, 0.435, 0.510, 0.419, 0.453, 0.454, 0.434, 0.441, 0.520, -0.736, -0.459, -0.222, -0.423, -0.274, 0.299, 0.373, 0.145, 0.455, 0.112, 0.275, 0.230, 0.299, -0.615, -0.667, 0.165, 4.324, -2.239, -0.492, 1.716, -0.102, -0.397, -0.984, -0.536, -0.906, -0.403, -0.932, -0.141, -0.995, -0.505, -0.971, -0.217, 0.343, 0.386, 0.446, 0.421, 0.428, 0.481, 0.564, 0.473, 0.464, 0.464, 0.558], "fmax_ev_per_a": 0.752, "de_lowest_kcal_mol": 0.0, "homo_energy_ev": [-13.42, -13.46], "energy_ha": -4324.1282, "charge": 2, "spin_multiplicity": 5}